ORCA calculation (the ωB97M-V functional and the def2-TZVPD basis) on a molecular structure, C15H54BFN24O17PS at a distorted geometry.

Structure (XYZ):
```
114
Properties=species:S:1:pos:R:3:lowdin_charge:R:1
C 3.0243 -0.1513 -1.6226 -0.062
C 3.3615 -0.5942 -3.0395 -0.241
O 4.6391 -0.1849 -3.5341 0.033
B 5.0474 1.0947 -3.1578 -0.632
O 5.8749 1.2001 -2.0768 0.188
C 4.6561 2.4513 -3.9095 -0.162
C 5.8046 3.4801 -3.6097 -0.788
O 6.9416 3.2605 -4.1046 -0.083
O 5.4961 4.4164 -2.8890 -0.007
N 4.4534 2.3083 -5.3840 -0.276
P 4.5231 3.8950 -6.1865 0.732
N 3.3625 4.7635 -5.6271 -0.236
S 3.0370 1.6253 -5.8075 0.515
O 2.6303 2.0363 -7.1030 -0.306
O 2.0097 1.7206 -4.8458 -0.224
F 3.4373 0.1067 -5.9972 -0.160
H 2.6158 0.8577 -1.5697 0.089
H 3.8373 -0.2976 -0.9174 0.084
H 2.2117 -0.8086 -1.2841 0.037
H 3.3844 -1.6857 -3.0279 0.118
H 2.5339 -0.3190 -3.6929 0.088
H 6.4803 0.4543 -2.1703 0.086
H 3.7773 2.8530 -3.4028 0.132
H 5.7890 4.4795 -6.0014 0.037
H 4.4248 3.6924 -7.5737 -0.001
H 3.7241 5.6054 -5.2005 -0.045
C 6.7940 -1.1779 -8.2847 -0.688
O 7.7822 -1.8969 -8.3364 -0.003
N 6.0104 -1.0696 -7.1795 0.177
N 6.3913 -0.4134 -9.3507 0.141
H 5.1984 -0.4828 -7.1268 0.068
H 6.2698 -1.6080 -6.3738 0.108
H 6.9431 -0.4641 -10.1845 0.092
H 5.5867 0.1841 -9.3315 0.090
C -0.4804 -1.8874 -0.8787 -0.669
O 0.7229 -1.9457 -0.6988 0.022
N -1.2735 -0.9377 -0.2944 0.159
N -1.1436 -2.7763 -1.6827 0.152
H -2.2656 -0.8804 -0.4329 0.099
H -0.8246 -0.2613 0.3034 0.105
H -0.5946 -3.4858 -2.1294 0.100
H -2.1315 -2.7475 -1.8458 0.089
C 8.9071 -1.1367 -3.6624 -0.669
O 7.8823 -1.1154 -3.0071 0.040
N 9.7315 -2.2335 -3.7074 0.142
N 9.3111 -0.0671 -4.4056 0.171
H 10.5763 -2.2709 -4.2428 0.085
H 9.4564 -3.0339 -3.1718 0.094
H 8.7232 0.7521 -4.3905 0.109
H 10.1467 -0.0568 -4.9565 0.091
C -3.4269 -3.1033 2.2978 -0.666
O -4.1627 -2.1797 1.9535 -0.021
N -2.0932 -3.0806 2.0551 0.176
N -3.8761 -4.2045 2.9607 0.167
H -1.4639 -3.8081 2.3349 0.105
H -1.7299 -2.2768 1.5664 0.068
H -4.8570 -4.2608 3.1596 0.093
H -3.2845 -4.9566 3.2593 0.082
C -6.7791 -0.1318 4.1435 -0.704
O -6.9562 0.7368 3.3016 0.015
N -5.9832 -1.2099 3.9465 0.177
N -7.3649 -0.0696 5.3853 0.137
H -5.8249 -1.9057 4.6514 0.100
H -5.5006 -1.3054 3.0615 0.062
H -7.9480 0.7238 5.5786 0.104
H -7.2380 -0.7655 6.0957 0.099
C 3.5696 8.5047 -6.1579 -0.674
O 4.1269 7.4522 -6.3828 0.025
N 4.1025 9.7217 -6.5150 0.137
N 2.3572 8.5629 -5.5258 0.152
H 3.6552 10.5992 -6.3357 0.081
H 4.9907 9.7116 -6.9779 0.094
H 1.9446 7.6879 -5.2531 0.104
H 1.8735 9.4157 -5.3248 0.084
C -4.6464 -7.9072 4.0824 -0.675
O -4.6238 -6.7420 4.4442 0.015
N -4.0292 -8.9029 4.7858 0.150
N -5.2898 -8.3098 2.9458 0.152
H -4.0343 -9.8652 4.5085 0.092
H -3.5484 -8.6396 5.6252 0.104
H -5.7528 -7.6027 2.4064 0.103
H -5.3204 -9.2600 2.6309 0.093
C -1.0990 0.9053 3.4698 -0.684
O -1.0394 1.6190 2.4826 0.020
N -0.2166 0.9940 4.5048 0.163
N -2.0658 -0.0521 3.6234 0.159
H -0.2751 0.4126 5.3202 0.079
H 0.5125 1.6785 4.4392 0.105
H -2.7415 -0.1465 2.8851 0.082
H -2.1273 -0.6582 4.4213 0.091
C -3.8175 1.8525 7.1703 -0.506
O -2.6142 1.6233 7.1633 0.155
N -4.3798 2.7498 8.0351 0.184
N -4.6870 1.2354 6.3257 0.209
H -5.3591 2.9565 8.0607 0.101
H -3.7646 3.2213 8.6703 0.112
H -4.3015 0.5736 5.6750 0.100
H -5.6733 1.4050 6.3155 0.078
C -10.8787 -0.6051 2.3280 -0.686
O -11.4695 -0.6378 3.3961 0.010
N -9.5864 -0.1929 2.2126 0.165
N -11.4769 -0.9844 1.1517 0.138
H -9.0861 -0.1589 1.3456 0.098
H -9.1137 0.0955 3.0492 0.064
H -12.4286 -1.2929 1.2011 0.095
H -11.0151 -0.9665 0.2635 0.087
C -1.2336 -0.7855 8.1842 -0.691
O -2.1194 -1.5051 7.7463 -0.014
N -0.1881 -1.2826 8.9213 0.127
N -1.2102 0.5602 7.9742 0.142
H 0.5501 -0.7153 9.2899 0.080
H -0.1761 -2.2699 9.0914 0.085
H -1.9702 0.9625 7.4349 -0.289
H -0.4918 1.1654 8.3222 0.093
```

Calculated values
multiplicity	1
net charge	-1
orbital gap	5.681	eV
DFT total energy	-110529.939	eV
LUMO energy	1.17	eV